(1)
Density functional theory data (ωB97M-V/def2-TZVPD) for one molecule with the formula C26H29N3O6.

```
64
C26H29N3O6 ωB97M-V/def2-TZVPD
C -3.039 0.491 -2.485
H -5.027 -4.202 -0.457
C 3.587 1.171 0.010
C -6.300 -3.205 0.974
C -4.930 -3.488 0.366
C -3.062 0.951 0.581
C 2.157 2.703 -1.214
H 3.404 1.232 -2.023
H 2.091 3.172 -0.227
H 3.196 -2.114 -1.405
H 0.060 2.853 2.240
H -2.074 3.827 3.041
H -6.715 -4.122 1.382
H -2.853 3.478 1.483
C -0.104 2.840 -2.300
N 3.224 1.728 -1.162
C -3.180 -0.306 2.617
H 0.161 3.826 -2.654
O 4.515 -0.090 2.889
C -3.685 -1.394 1.932
H 6.132 -1.390 -1.911
H -0.485 4.118 1.134
C -0.785 0.312 -1.396
O 2.577 2.397 1.910
C 5.701 -1.905 0.636
H -3.029 -0.354 3.683
O -3.453 0.524 -3.628
H 5.703 -1.627 1.689
N 5.207 -0.796 -0.161
C -0.709 3.129 1.524
H 4.750 -0.297 -2.144
C 4.410 0.116 0.423
H -3.917 -2.289 2.485
H 3.795 -2.911 0.807
C -1.354 2.321 -2.581
H -2.859 1.853 0.029
C -2.872 0.882 1.957
H 4.199 -2.709 -2.762
C 4.798 -3.124 0.406
H -2.066 2.886 -3.162
H -1.042 -0.679 -1.052
H -6.973 -2.822 0.210
C -3.537 -0.152 -0.117
H -4.252 -3.916 1.114
H 5.203 -4.007 0.900
C -2.081 3.142 2.188
C 0.816 2.106 -1.562
H 2.422 3.472 -1.947
C -1.711 1.062 -2.113
C -3.877 -1.334 0.559
C 5.125 -1.139 -1.564
H -0.684 2.416 0.705
H 6.719 -2.134 0.309
C 0.465 0.833 -1.124
N -3.752 -0.116 -1.500
O -2.438 1.895 2.751
H -4.523 -0.691 -1.821
C 4.219 -2.370 -1.725
O 4.712 -3.447 -0.967
H 1.169 0.249 -0.547
C 3.271 1.548 1.396
O -4.352 -2.347 -0.236
C 4.158 0.410 1.846
H -6.225 -2.466 1.768
```

Multiplicity   1
HOMO   -7.81 eV
Orbital gap   8.2 eV
SMILES   CCOc1ccc(OCC)c(NC(=O)c2ccc(CNc3c(N4CCOCC4)c(=O)c3=O)cc2)c1
LUMO   0.41 eV
Total charge   0
E   -44186.8136 eV


(2)
Density functional theory data (ωB97M-V/def2-TZVPD) for C35H53Cl2N4O4SiSm as an isolated structure in a non-equilibrium geometry.

```
100
C35H53Cl2N4O4SiSm ωB97M-V/def2-TZVPD
H -1.036 4.574 -2.757
H 0.871 -5.923 1.454
H 3.824 3.396 1.193
H -3.545 3.655 0.694
H 1.815 -4.883 0.318
Si -2.910 -5.761 -3.758
H -3.839 -7.910 -4.608
C -3.611 0.833 -1.187
C -1.252 3.753 -3.440
H -4.223 -4.454 -2.115
C 2.562 -1.874 -2.166
Sm -0.194 -0.301 -0.016
H 2.487 -3.077 -3.931
H 1.843 -1.127 -2.524
H -2.170 -7.665 -5.174
Cl -1.114 -1.886 -1.932
H -2.489 3.217 -5.145
H -1.112 0.485 -3.441
C 1.915 5.961 -0.260
H -1.270 -4.054 -3.100
H 5.082 0.319 -0.265
C 4.491 -3.694 -1.240
H 4.099 3.381 2.970
H -2.473 -8.206 -3.508
H -4.866 3.109 -0.385
C 0.185 4.260 -0.328
C 3.389 3.648 2.171
H -0.744 -5.641 -2.505
H 1.060 4.094 3.709
H 0.841 -2.963 0.103
H -3.854 -6.070 -1.466
C 0.833 3.633 -1.395
C -2.217 4.080 -4.527
H -1.839 4.857 -5.209
C -0.634 2.566 -3.256
C 2.944 -2.948 -2.952
H -3.140 4.487 -4.091
H -3.287 3.605 -1.083
N 2.579 -0.724 -0.045
H -4.700 0.753 -1.291
H 0.175 -2.871 3.583
C -0.883 1.346 -4.080
O 0.687 1.334 1.534
C 3.801 -0.136 3.386
H 3.174 4.727 2.208
H -0.127 -4.638 3.568
N -3.298 1.750 -0.092
C 1.686 2.107 1.394
H 5.238 -4.397 -0.876
C -2.843 -7.555 -4.313
C 5.097 0.327 3.150
H 4.594 -2.489 0.539
O -2.144 0.213 1.127
N 1.009 -3.885 1.961
C -1.199 -5.120 -3.359
H -3.200 1.234 -2.123
H 2.524 -5.334 1.910
C -4.148 -5.519 -2.369
H 0.230 5.883 1.107
C 0.613 -3.852 3.370
C 0.637 -2.885 1.182
C -3.780 3.115 -0.230
C 4.721 0.217 0.765
O -0.316 1.546 -1.176
C 2.050 4.146 -1.847
H -0.733 3.815 0.063
H -5.142 -5.870 -2.679
H 3.431 -0.273 4.400
C 3.914 -3.857 -2.504
C 0.732 5.414 0.252
C 5.552 0.511 1.838
H 2.257 2.113 0.449
C 1.450 3.068 3.629
H -0.001 1.071 -4.673
H 2.328 6.877 0.179
C 4.112 -2.629 -0.432
O 0.068 -1.843 1.663
C 3.100 -1.716 -0.857
C -2.614 1.368 0.983
H 1.491 -4.018 4.005
H 6.562 0.881 1.665
C 2.964 -0.431 2.327
H 2.163 2.927 4.452
H 0.628 2.349 3.715
H 1.176 1.842 -2.491
C 0.298 2.371 -2.079
Cl -3.586 -4.611 -5.328
H -3.193 -0.162 -1.011
C 2.584 5.315 -1.304
N 2.146 2.897 2.352
H -2.448 2.162 1.739
H -1.705 1.488 -4.784
C 3.417 -0.300 0.989
H 1.968 -0.840 2.499
C 1.592 -5.091 1.376
H -0.532 -5.217 -4.226
H 2.578 3.622 -2.643
H 4.213 -4.698 -3.124
H 5.745 0.563 3.989
H 3.524 5.724 -1.686
```

Multiplicity   6
HOMO (spin up / spin down)   -6.18 / -6.19 eV
Orbital gap (spin up / spin down)   6.4 / 6.4 eV
LUMO (spin up / spin down)   0.23 / 0.23 eV
Total charge   0
E   -102139.0262 eV


(3)
Density functional theory data (ωB97M-V/def2-TZVPD) for C4H4AgLiO2 as an isolated structure in a non-equilibrium geometry.

```
12
C4H4AgLiO2 ωB97M-V/def2-TZVPD
Ag 3.027 -1.366 0.305
H 0.353 -0.320 -1.973
O -2.435 -0.653 0.552
Li -1.123 -1.994 0.749
C -1.740 0.439 0.615
H 0.916 1.937 -1.090
C 0.671 1.176 -0.338
C -0.734 0.731 -0.206
H 1.275 1.222 0.582
H -1.386 0.416 1.903
O 0.785 -1.347 -0.227
C 0.392 -0.240 -0.873
```

Multiplicity   1
HOMO   -6.41 eV
Orbital gap   4.2 eV
LUMO   -2.16 eV
Total charge   0
E   -12506.3379 eV


The records above yield molecular weight values of 479.53; 843.19; 198.88 g/mol, respectively.